Molecular formula: C30H48GeN5O2RuS
Method: DFT, ωB97M-V/def2-TZVPD

```
! RIJCOSX wB97M-V def2-TZVPD def2/J DEFGRID3
* xyz 2 2
H -3.87 -3.80 -1.27
H 5.98 -0.40 -3.21
H -2.54 0.81 -3.14
H -3.78 -5.61 0.46
N 0.81 2.12 1.91
C -1.12 1.87 3.36
C 3.62 1.23 2.07
H -2.56 -0.89 2.82
C -3.85 -0.89 -3.36
C -4.46 -0.49 -4.70
N -2.74 4.03 -2.41
C 1.06 -2.70 1.03
H 0.28 3.93 -3.46
C 1.76 2.92 2.18
H -3.35 3.61 -1.73
Ru 0.90 0.30 1.04
H -2.21 1.82 3.29
C -0.52 0.49 3.70
H 3.28 2.69 -1.91
H -3.73 0.03 -5.32
H -1.46 -3.62 0.58
H -1.67 -4.77 -0.70
H -3.56 -4.40 1.72
C 3.16 2.59 2.18
H -3.12 4.72 -3.03
C -1.46 3.65 -2.46
H 3.72 4.63 2.46
H -3.67 -2.59 0.00
H -0.68 3.61 2.15
H -2.16 0.25 1.53
H -3.02 -1.59 -3.54
C -1.85 -0.66 2.03
H 0.50 0.61 4.05
H -0.87 -2.55 3.06
H 0.15 -1.71 4.23
C 3.27 -0.62 -1.16
C -3.41 -3.61 -0.29
H -1.79 -2.86 -2.40
O 2.83 0.22 1.98
H 1.65 -3.57 0.74
H 4.72 -2.04 -1.88
H -0.57 -0.49 -2.66
C -3.35 0.32 -2.58
H -1.03 4.90 -4.04
N -0.48 -0.51 2.58
Ge -1.11 -0.86 -1.27
C -3.99 -4.58 0.73
C -1.24 -2.82 -1.45
O 1.88 1.20 -0.42
H -5.07 -4.47 0.82
H -0.21 -3.13 -1.64
C -0.59 2.53 2.09
H 0.03 -2.89 0.77
H 1.40 -3.39 3.04
H -1.15 2.22 1.21
C 4.69 1.25 -2.66
H -4.82 -1.36 -5.25
N -0.68 4.21 -3.39
H -1.86 -1.47 1.30
C 5.90 2.02 2.31
H 6.14 4.15 2.59
H -4.16 1.04 -2.49
S -0.81 2.50 -1.38
C 2.57 -1.64 -0.45
H 2.98 -2.65 -0.56
H 2.05 -1.79 2.70
C -0.04 -1.84 3.16
H -0.89 2.50 4.22
C 4.41 -1.00 -1.91
C -1.90 -3.74 -0.41
C 3.60 1.65 -1.93
H -2.78 0.89 -0.56
H -4.60 -1.42 -2.76
H 5.24 1.97 -3.25
H -5.32 0.18 -4.55
C 4.08 3.61 2.37
C -2.87 -0.01 -1.16
H 5.36 -0.03 2.04
N 1.51 -1.51 0.28
C 1.20 -2.44 2.53
C 5.02 0.99 2.13
C 5.44 3.35 2.44
H -3.55 -0.68 -0.64
C 2.88 0.74 -1.15
C 5.11 -0.09 -2.64
H 6.96 1.82 2.35
H -1.12 0.08 4.51
H 1.50 3.95 2.45
*
```

Calculated values
Kohn-Sham gap (alpha / beta): 0.17175 / 0.17149 Eh
expectation value of S²: 0.849
energy above the lowest of the compared OMol25 structures with the same formula, charge and spin: 0.565 eV
HOMO energy (alpha / beta): -12.88 / -12.81 eV

These are the Mulliken partial charges, in e, on atoms 1 to 8: 0.367, 0.452, 0.209, 0.348, 0.153, -0.985, 0.217, 0.447


Molecular formula: C30H48LuP2Se
Method: DFT, ωB97M-V/def2-TZVPD

```
! RIJCOSX wB97M-V def2-TZVPD def2/J DEFGRID3
* xyz 1 1
H 1.76 -2.42 -4.83
P 2.22 -0.10 0.53
C -1.06 3.14 0.75
C -0.61 -0.72 4.59
H 0.36 -3.53 0.79
C -2.20 2.28 0.88
H 1.29 3.91 -0.79
H -2.36 1.72 -3.26
C 3.14 -3.31 -2.70
H 0.28 -2.33 2.11
H -3.41 -1.99 1.42
C -2.83 1.85 2.17
H -0.41 -1.63 4.01
C -0.79 3.29 -0.65
H -2.87 3.40 -3.10
H 1.77 -0.23 -1.81
C -1.58 0.30 6.58
H 1.79 -4.09 -1.19
H 4.12 -2.01 -1.27
H 2.53 -2.35 1.16
H -4.12 0.43 0.00
C -1.30 1.57 6.04
H 2.40 1.39 -1.38
H -3.86 1.50 2.00
C 1.74 -1.87 0.55
C 1.64 0.62 -1.13
H 4.48 0.44 1.29
H -2.91 2.70 2.86
Lu -0.49 0.88 -0.08
H 2.55 0.44 -4.41
H -3.87 0.73 -1.73
C -0.22 0.54 4.14
H 1.43 -4.62 -2.85
H -1.96 -2.29 -2.07
C 1.72 -3.73 -2.25
H -1.47 -1.84 6.28
H 3.47 -0.94 -5.03
H -1.17 3.04 -3.38
H 0.86 -0.94 -5.16
C 0.67 -2.68 -2.35
C -2.68 1.98 -0.44
H -2.44 -3.60 -0.96
H 0.12 5.19 -1.03
Se 1.09 0.72 2.35
H -2.48 -3.50 1.53
C 1.48 -1.45 -4.39
C -2.41 -2.41 1.60
C 3.97 0.29 0.33
H -0.21 -0.89 -3.10
H -1.60 2.47 6.58
C -2.06 2.69 -2.84
C 0.60 -1.62 -3.17
H 3.26 -3.45 -3.79
H 0.36 3.15 2.36
C -2.33 -2.52 -1.06
H 0.28 4.67 1.44
C 3.56 -1.96 -2.22
H -2.28 1.06 2.69
H -3.34 -2.07 -0.98
H 0.38 4.02 -2.32
H -4.80 1.87 -0.77
H 3.91 0.12 -2.50
H 3.84 -4.01 -2.21
C -0.32 3.84 1.83
C -1.82 2.62 -1.38
C 2.78 -0.63 -4.22
H -0.17 -2.92 -1.69
H -1.01 4.26 2.56
H -2.07 0.21 7.56
H 4.06 1.21 -0.30
H -0.44 2.65 4.40
H 0.71 1.10 -1.60
C 0.35 -2.45 1.01
C 3.44 -0.79 -2.88
C -0.62 1.67 4.82
H -2.07 -2.11 2.60
C 0.30 4.13 -1.23
C -3.92 1.21 -0.75
H 4.47 -0.51 -0.25
H 1.95 -2.16 -0.49
C -1.24 -0.85 5.86
P -1.32 -1.78 0.29
*
```

Calculated values
Kohn-Sham gap: 0.20122 Eh
energy above the lowest of the compared OMol25 structures with the same formula, charge and spin: 0.000 eV
HOMO energy: -8.44 eV

These are the Mulliken partial charges, in e, on atoms 1 to 8: 0.350, 0.693, 0.601, -0.101, 0.593, 0.260, 0.336, 0.354


Molecular formula: C30H48N4O4S
Method: DFT, ωB97M-V/def2-TZVPD

```
! RIJCOSX wB97M-V def2-TZVPD def2/J DEFGRID3
* xyz 0 1
H -3.22 4.59 0.38
C -2.45 -1.43 -4.58
C -1.48 -1.04 3.05
H -1.74 -0.54 5.11
C 2.62 -2.15 0.26
C 3.99 -1.62 -0.19
C -3.85 1.29 6.14
H -4.51 1.64 2.38
H -5.70 0.31 5.61
N -3.03 1.42 3.80
O -0.13 1.63 -0.57
C -3.08 1.83 -1.11
C 0.42 -1.49 -4.16
C -3.71 2.14 4.86
H -2.54 -1.01 2.83
H -5.48 2.45 6.95
H 1.33 -1.99 1.97
C 0.32 -0.21 4.60
H -1.34 -0.57 -6.24
H 6.04 -1.72 0.45
O 4.53 0.48 -2.12
H -2.88 -1.31 -6.68
H -1.06 1.63 3.09
C -3.43 1.82 2.47
H -3.74 3.96 2.69
N -1.79 -0.66 -3.54
H 2.65 -3.25 0.29
H 5.10 -3.17 0.81
C 5.07 -2.08 0.79
H 3.39 -3.12 2.74
C 1.78 -1.49 -3.95
H -2.85 0.99 6.46
H -3.20 3.08 5.12
H 5.52 -1.89 2.89
H -4.25 -0.49 4.99
H 0.91 0.19 3.78
H 1.98 0.74 -1.43
H 0.63 -1.24 4.79
C -3.13 3.28 2.09
C -2.38 -0.72 -5.93
H -2.93 1.16 1.76
O -4.27 1.72 -1.36
H 1.85 -1.85 -0.45
H 4.77 -0.46 2.16
H -3.59 0.21 -2.99
C 3.38 -2.03 2.64
C -3.40 3.54 0.61
S 4.12 -0.76 -2.69
H -1.19 -2.07 3.25
C 2.34 -0.70 -2.97
H -4.68 -0.63 6.70
C 0.16 0.11 -2.36
H 3.97 -0.53 -0.18
H -1.57 2.68 -0.05
H -4.59 1.52 8.15
H -0.93 -0.69 2.18
C -4.49 2.11 7.25
H 4.62 -3.33 -3.03
C -2.53 0.18 -2.79
C -1.17 -0.16 4.26
C -1.59 1.29 3.99
H 0.53 0.38 5.49
C 4.76 -1.55 2.18
H 2.24 -0.53 1.60
H -2.00 -2.42 -4.63
C -2.05 0.99 -1.81
C 4.19 -3.30 -2.03
H -3.49 -1.55 -4.29
O 4.73 -1.21 -3.91
H 3.15 -3.63 -2.07
H -3.89 2.99 7.48
H 2.43 -2.09 -4.57
H -1.26 1.92 4.82
H 0.01 -2.11 -4.94
C -4.67 0.04 5.84
C -0.64 0.99 -1.48
H -2.08 3.50 2.30
H 3.16 -1.62 3.63
H -4.71 2.39 4.51
N -2.57 2.71 -0.23
C 1.55 0.10 -2.18
C 2.30 -1.62 1.65
H -2.86 0.25 -5.87
H 4.75 -3.98 -1.39
N 4.34 -1.95 -1.56
H -4.44 3.30 0.37
C -0.42 -0.69 -3.36
*
```

Calculated values
Kohn-Sham gap: 0.28888 Eh
energy above the lowest of the compared OMol25 structures with the same formula, charge and spin: 0.000 eV
HOMO energy: -8.04 eV

These are the Mulliken partial charges, in e, on atoms 1 to 8: 0.358, -1.016, -1.669, 0.064, -0.573, -0.055, 1.208, 0.472


Molecular formula: C30H48P2Sn
Method: DFT, ωB97M-V/def2-TZVPD

```
! RIJCOSX wB97M-V def2-TZVPD def2/J DEFGRID3
* xyz 2 1
C -0.26 -2.31 1.13
Sn -0.04 -0.09 0.12
C 4.02 -0.84 3.12
C -2.72 2.31 -2.27
C -0.96 2.56 -4.05
P 0.52 0.18 -2.57
H -1.20 -2.62 0.63
H -3.04 1.03 -5.18
H 0.37 2.54 -2.03
H -4.02 -0.71 -2.82
C 2.63 -4.64 1.97
C 1.44 -1.23 -3.28
H -3.18 2.69 -4.37
P -2.67 -0.08 -0.03
H 1.26 -1.84 4.64
H -2.23 2.83 -1.41
C 0.81 -3.32 1.04
H -3.81 -2.21 0.31
C 1.10 1.75 -1.81
C 1.70 -3.61 2.09
H 2.50 -1.12 5.70
C 2.68 -5.45 0.83
C 1.26 3.43 2.40
C -3.63 1.31 -2.15
H -2.97 1.53 1.74
H -1.87 -1.30 -2.15
H 0.61 1.05 -4.29
C 2.99 0.23 3.24
H 0.18 3.40 2.31
H 1.30 1.78 -0.71
H -0.97 -0.97 -4.32
C -0.46 1.08 -3.89
C 1.77 2.15 2.95
C 1.59 -0.90 5.12
H 2.04 1.92 -2.34
H 1.51 4.31 3.01
H 0.79 -0.58 5.80
H 1.68 -3.00 2.99
H 1.67 3.61 1.40
H -4.76 -0.84 0.94
H 1.33 -2.20 -2.76
H -0.27 3.26 -3.54
H -4.73 -1.19 -0.81
H -3.65 2.20 0.23
H 4.37 1.01 0.96
H -0.93 2.77 -5.15
C -2.83 0.24 -4.44
H 2.51 -0.96 -3.28
H -0.74 2.40 4.06
H 3.36 -6.30 0.76
H 4.37 -1.18 4.10
C 1.12 1.37 3.95
H -4.30 1.13 -1.29
C -1.54 -0.44 -1.54
C -2.39 2.87 -3.59
C 3.86 1.85 1.45
C -2.81 1.63 0.66
H 3.38 2.43 0.66
H 1.77 -5.82 -1.10
H 3.29 -4.87 2.80
C -3.88 0.30 -3.26
C 2.90 1.42 2.49
H -1.69 0.50 -2.09
H 4.63 2.49 1.89
C -0.14 1.70 4.64
H 0.03 2.16 5.62
C 1.79 -5.18 -0.22
C 0.87 -4.15 -0.11
H 0.19 -3.93 -0.95
H -0.48 -1.95 2.14
H -4.83 0.56 -3.78
H 3.61 -1.72 2.59
C 1.89 0.18 4.14
H -3.13 -0.68 -4.94
H 4.88 -0.47 2.55
H -0.74 0.80 4.82
C -1.39 0.04 -4.21
H -2.39 3.96 -3.52
C -4.12 -1.18 0.11
H 1.13 -1.35 -4.33
H -1.89 2.22 0.49
*
```

Calculated values
Kohn-Sham gap (alpha / beta): 0.09005 / 0.09282 Eh
energy above the lowest of the compared OMol25 structures with the same formula, charge and spin: 10.074 eV
HOMO energy (alpha / beta): -11.11 / -11.22 eV

These are the Mulliken partial charges, in e, on atoms 1 to 8: -1.271, 0.161, -1.527, -0.094, -0.806, 0.836, 0.329, 0.489


Molecular formula: C30H49NO14
Method: DFT, ωB97M-V/def2-TZVPD

```
! RIJCOSX wB97M-V def2-TZVPD def2/J DEFGRID3
* xyz 0 1
O 2.75 5.30 1.59
H -1.35 2.06 2.28
H -3.56 0.12 -1.73
C 3.61 0.19 4.65
H -0.38 -4.01 -0.29
H -1.25 1.86 -0.20
O -2.31 4.40 3.08
C -2.26 2.36 1.74
O -2.37 4.56 0.86
O 1.71 -2.26 -2.73
H -0.15 -6.55 -0.37
O 2.61 5.46 3.82
C -4.32 -1.77 -2.48
H -3.47 3.76 -0.67
H 1.63 5.27 -0.15
H 1.83 1.65 -1.53
O 3.56 -1.06 -2.40
C 2.51 -1.46 -3.14
O -4.85 -0.70 -0.43
H -5.28 -3.44 -1.40
O -4.20 -4.78 0.36
H 2.71 -1.20 1.77
C -2.34 3.84 2.03
H -0.21 4.64 -3.90
H -0.68 -0.33 0.73
H -0.61 -4.41 -1.94
H -4.60 -1.13 -3.32
C -5.90 -1.50 -0.74
C -5.51 -2.47 -1.84
O 1.77 0.06 3.15
H -1.72 3.97 -1.03
H -6.34 -2.49 -2.54
H -3.55 -2.43 -2.87
C -2.18 2.25 0.21
H 3.84 -1.75 3.83
H -3.11 1.83 2.16
C 1.10 3.59 1.17
H -0.56 -1.73 3.86
H 0.80 -2.21 2.92
H 2.88 3.98 0.05
H 1.33 2.60 0.78
C 2.31 4.89 2.82
H 4.65 -0.65 -5.09
H 0.52 -2.36 5.69
H -2.91 -1.33 -0.86
H 1.95 4.24 -2.38
C 2.94 -0.35 2.42
C -2.45 3.70 -0.27
H 3.86 0.96 -2.67
H 0.66 3.61 3.37
H 0.78 -1.31 0.83
C 0.05 3.72 -3.42
C 0.21 -0.65 0.18
O 1.07 -2.51 4.92
H 3.84 0.91 -4.99
C 2.56 -0.86 -4.53
H -1.78 -6.18 1.32
H 0.07 3.82 0.95
C 3.97 -0.73 3.47
O -6.98 -1.33 -0.25
H 4.98 -0.61 3.08
C 1.48 3.65 2.64
H -0.25 -3.46 3.56
H -0.30 0.71 -2.41
C 1.18 3.51 -2.60
H 3.26 0.48 1.78
C 3.88 -0.09 -4.55
C -1.09 -6.10 -0.69
H -1.36 -6.62 -1.62
H -1.56 2.28 -3.92
H -2.73 -7.18 0.25
O 1.36 1.00 5.13
O -2.36 -4.13 -0.74
C -1.02 -4.61 -0.94
H 1.68 -0.27 -4.80
C 4.24 0.00 -3.06
N 0.02 1.64 -2.64
O -0.29 -1.28 -1.01
C 0.21 -2.50 3.79
C -3.76 -0.88 -1.36
C -2.24 -6.21 0.33
H -2.99 1.60 -0.10
H 5.31 0.04 -2.86
C 1.18 2.23 -2.15
C 2.14 0.48 4.39
H 3.66 -0.24 5.64
H 0.48 -1.69 -1.41
H 4.14 1.14 4.56
H 2.08 2.80 2.99
C -0.63 2.52 -3.43
C -3.07 -5.00 0.03
H 0.80 0.23 -0.09
H 2.55 -1.73 -5.19
C 2.11 4.58 0.53
*
```

Calculated values
Kohn-Sham gap: 0.33662 Eh
energy above the lowest of the compared OMol25 structures with the same formula, charge and spin: 0.000 eV
HOMO energy: -9.15 eV

These are the Mulliken partial charges, in e, on atoms 1 to 8: -0.408, -0.103, 0.172, -0.594, -0.040, -0.395, -0.576, -0.224